Formula: C62H159N11O20
Source: the Open Molecules 2025 dataset
Level of theory: ωB97M-V/def2-TZVPD

```
252
C62H159N11O20, DFT ωB97M-V/def2-TZVPD
C 1.788 -7.437 29.918
O 1.165 -6.397 30.678
C -0.147 -6.752 31.191
C -1.223 -6.829 30.050
C -1.609 -5.379 29.723
N -2.387 -7.627 30.390
H 1.380 -8.446 29.857
H 2.761 -7.713 30.326
H 1.769 -7.165 28.863
H 0.024 -7.726 31.650
H -0.464 -6.002 31.916
H -0.989 -7.306 29.098
H -2.241 -4.925 30.487
H -2.300 -5.438 28.882
H -0.806 -4.706 29.420
H -2.601 -7.288 31.317
H -3.173 -7.392 29.802
C -3.208 4.845 26.260
O -3.941 3.786 25.687
C -5.007 3.258 26.456
C -6.023 2.488 25.611
C -6.825 3.497 24.695
N -6.934 1.796 26.448
H -2.406 5.152 25.589
H -2.703 4.580 27.189
H -3.932 5.653 26.362
H -4.634 2.846 27.394
H -5.564 4.059 26.941
H -5.578 1.639 25.092
H -6.192 3.736 23.841
H -7.142 4.399 25.219
H -7.742 3.074 24.287
H -7.653 2.417 26.791
H -6.434 1.451 27.255
C -3.357 -3.858 23.669
O -3.457 -5.151 24.060
C -2.959 -6.051 23.082
C -3.282 -7.549 23.567
C -3.144 -7.678 25.102
N -2.343 -8.488 23.037
H -2.335 -3.483 23.728
H -3.923 -3.235 24.361
H -3.668 -3.734 22.632
H -3.346 -5.872 22.079
H -1.872 -5.973 23.061
H -4.266 -7.767 23.152
H -3.266 -8.671 25.534
H -3.824 -7.047 25.675
H -2.108 -7.374 25.246
H -1.576 -8.446 23.693
H -2.779 -9.381 23.219
C -0.558 -1.450 32.914
O -1.874 -2.063 32.835
C -2.798 -1.606 33.888
C -3.958 -2.595 33.909
N -3.643 -3.801 34.703
C -4.690 -4.753 34.606
C -4.440 -6.040 35.410
O -3.524 -6.854 34.712
C -3.640 -8.176 35.294
H -0.026 -1.744 33.819
H -0.784 -0.384 32.908
H 0.117 -1.660 32.084
H -3.066 -0.564 33.713
H -2.445 -1.598 34.919
H -4.237 -2.795 32.874
H -4.765 -2.159 34.498
H -2.785 -4.250 34.415
H -4.824 -5.078 33.574
H -5.644 -4.261 34.799
H -5.430 -6.485 35.508
H -4.095 -5.840 36.425
H -4.524 -8.731 34.980
H -3.561 -8.103 36.378
H -2.779 -8.801 35.057
C 9.326 -7.281 20.377
O 8.944 -6.137 19.605
C 8.430 -6.407 18.284
C 7.899 -5.099 17.592
N 6.434 -4.814 17.749
C 6.080 -4.644 19.189
C 4.587 -4.236 19.285
O 4.113 -4.514 20.597
C 2.915 -3.785 20.997
H 9.861 -6.889 21.242
H 9.992 -7.959 19.843
H 8.374 -7.800 20.489
H 7.548 -7.046 18.272
H 9.240 -6.952 17.799
H 8.165 -5.064 16.536
H 8.440 -4.259 18.026
H 6.170 -3.950 17.298
H 6.778 -3.936 19.635
H 6.311 -5.586 19.686
H 4.057 -4.761 18.491
H 4.466 -3.179 19.046
H 3.043 -2.710 20.873
H 2.578 -3.959 22.019
H 2.104 -4.007 20.303
C -2.047 -4.642 11.809
O -2.786 -4.420 13.032
C -3.478 -3.175 13.190
C -3.953 -3.052 14.694
N -2.861 -3.047 15.641
C -3.340 -3.309 16.956
C -4.141 -2.154 17.592
O -5.507 -2.375 17.315
C -6.281 -1.200 17.722
H -2.589 -4.655 10.863
H -1.958 -5.727 11.872
H -1.106 -4.112 11.663
H -4.313 -3.138 12.490
H -2.737 -2.454 12.847
H -4.670 -3.799 15.034
H -4.465 -2.110 14.890
H -2.125 -3.705 15.426
H -2.402 -3.495 17.480
H -3.827 -4.215 17.317
H -3.881 -1.175 17.191
H -4.007 -2.159 18.674
H -6.136 -1.165 18.802
H -7.358 -1.231 17.559
H -5.888 -0.341 17.178
C 9.857 -3.152 24.130
O 8.855 -2.203 24.336
C 7.900 -2.242 23.290
C 6.877 -1.191 23.597
N 5.949 -0.956 22.433
C 4.956 0.119 22.731
C 5.339 1.526 22.462
O 5.933 2.292 23.531
C 5.162 2.334 24.845
H 10.674 -3.247 24.845
H 10.412 -3.022 23.201
H 9.447 -4.158 24.049
H 7.453 -3.226 23.150
H 8.447 -1.874 22.422
H 7.249 -0.181 23.768
H 6.292 -1.473 24.473
H 5.589 -1.829 22.074
H 4.544 -0.061 23.724
H 4.105 0.029 22.055
H 4.387 2.020 22.267
H 5.974 1.786 21.616
H 5.501 3.149 25.483
H 5.153 1.378 25.370
H 4.098 2.453 24.640
C 9.249 2.572 34.799
O 7.972 3.044 34.559
C 7.726 3.981 33.454
C 7.832 3.390 32.008
N 6.997 2.261 31.574
C 6.901 1.761 30.139
C 5.931 0.600 30.065
O 6.532 -0.616 30.542
C 5.561 -1.663 30.538
H 9.935 3.419 34.815
H 9.469 1.980 33.910
H 9.459 2.090 35.754
H 8.429 4.813 33.492
H 6.729 4.416 33.528
H 8.880 3.099 31.940
H 7.802 4.188 31.266
H 7.366 1.511 32.141
H 7.891 1.487 29.774
H 6.502 2.525 29.471
H 5.548 0.392 29.066
H 5.008 0.883 30.571
H 4.529 -1.390 30.758
H 6.035 -2.561 30.934
H 5.422 -1.963 29.499
C 1.578 -2.442 26.105
O 0.617 -1.625 25.665
C 0.725 -0.310 26.375
C -0.225 0.630 25.569
N -0.069 0.294 24.201
C -1.016 0.812 23.281
C -0.808 0.287 21.864
O 0.513 0.838 21.469
C 0.859 0.909 20.064
H 1.375 -3.499 25.932
H 1.727 -2.333 27.180
H 2.512 -2.234 25.585
H 1.725 0.124 26.406
H 0.389 -0.146 27.399
H 0.165 1.645 25.648
H -1.236 0.620 25.975
H -0.139 -0.714 24.193
H -1.042 1.902 23.290
H -2.015 0.556 23.634
H -1.660 0.666 21.300
H -0.648 -0.789 21.932
H 0.456 1.839 19.661
H 0.439 0.047 19.546
H 1.924 1.022 19.865
C -0.093 7.000 20.977
O 0.058 8.312 21.640
C -1.131 9.062 21.683
C -1.248 10.034 20.521
N -0.399 11.231 20.326
C 0.970 10.868 20.606
C 1.923 11.992 20.336
O 3.242 11.432 20.436
C 4.264 12.406 20.624
H -0.638 7.126 20.042
H -0.620 6.248 21.565
H 0.896 6.655 20.676
H -1.220 9.667 22.585
H -2.004 8.411 21.715
H -2.284 10.372 20.516
H -1.038 9.377 19.677
H -0.499 11.605 19.393
H 1.098 9.958 20.019
H 1.107 10.627 21.661
H 1.661 12.796 21.024
H 1.911 12.286 19.286
H 4.455 12.906 19.675
H 5.124 11.864 21.018
H 4.012 13.207 21.319
C 4.964 -7.490 25.970
O 4.032 -8.438 25.516
C 3.307 -7.927 24.394
C 2.369 -9.065 24.013
N 1.693 -9.530 25.255
C 1.386 -10.954 25.187
C 0.957 -11.373 26.531
O 2.043 -11.336 27.445
C 1.978 -12.192 28.607
H 4.478 -6.633 26.436
H 5.722 -7.111 25.284
H 5.352 -7.926 26.890
H 3.993 -7.704 23.577
H 2.896 -7.004 24.802
H 3.051 -9.850 23.687
H 1.825 -8.765 23.117
H 2.273 -9.310 26.052
H 2.267 -11.518 24.879
H 0.644 -11.281 24.459
H 0.631 -12.409 26.434
H 0.198 -10.706 26.941
H 2.072 -13.275 28.517
H 1.086 -12.093 29.225
H 2.721 -11.788 29.294
C 1.874 -0.961 13.536
C 0.854 -0.004 14.187
O 1.512 1.222 14.310
H 2.566 -1.187 14.347
H 2.366 -0.518 12.670
H 1.548 -1.963 13.256
H 0.389 -0.279 15.134
H 0.074 0.109 13.434
H 0.909 1.931 14.077
```

Calculated values
- HOMO-LUMO gap (eV) = 8.675
- HOMO (eV) = -8.46
- SMILES = COC[C@H](C)N.COC[C@H](C)N.COC[C@H](C)N.COCCNCCOC.COCCNCCOC.COCCNCCOC.COCCNCCOC.COCCNCCOC.COCCNCCOC.COCCNCCOC.COCCNCCOC.CCO
- calculated total energy (Ha) = -4563.9240
- net charge = 0
- 2S+1 = 1
- LUMO level (eV) = 0.213